Entry 1:
{"formula": "C29H50BrCl3GeN7NaO5S3Si", "method": "ωB97M-V/def2-TZVPD", "e_tot_ev": -260493.81811, "spin_multiplicity": 2, "s_squared": 0.754, "total_charge": -1, "relative_energy_kj_mol": 42.5, "e_homo_ha": [-0.1800, -0.1886], "gap_ev": [6.601, 6.140], "lumo_energy_ev": [1.70, 1.01], "symbols": ["H", "H", "S", "H", "O", "C", "H", "H", "C", "C", "H", "H", "C", "C", "O", "H", "H", "H", "H", "H", "N", "H", "S", "C", "C", "H", "H", "H", "C", "H", "H", "C", "H", "C", "H", "H", "C", "C", "Cl", "H", "H", "C", "O", "H", "H", "H", "H", "H", "H", "C", "Na", "Cl", "O", "Ge", "C", "H", "S", "N", "Br", "C", "H", "H", "H", "C", "C", "H", "H", "C", "O", "C", "C", "H", "H", "C", "N", "H", "C", "N", "H", "H", "C", "H", "H", "Cl", "Si", "H", "C", "H", "H", "H", "C", "N", "H", "H", "C", "H", "C", "H", "C", "N", "N"], "xyz": [[-1.81068, 4.71026, -0.54479], [-4.14268, -2.82275, -3.89420], [2.12159, 4.07193, -3.52643], [-0.89280, -4.60153, 1.44649], [-1.67802, -0.25270, -2.54836], [-3.58383, 2.31566, 1.05463], [-0.86488, -2.53623, -1.16733], [6.60741, -0.51019, 0.50198], [1.69530, -4.00163, 0.60921], [1.27402, 0.28690, 4.17158], [-3.65239, 2.95301, 1.94539], [2.78090, -3.92956, 0.72463], [-2.50132, -2.53015, -2.55911], [5.78724, -1.07078, 0.96274], [1.98149, 0.06318, 2.95573], [-0.96192, -3.38791, 2.74755], [1.67266, -0.05732, 6.27807], [2.41328, -1.23839, 5.16945], [5.22869, 1.55369, 0.69402], [3.23942, -0.16934, -1.17134], [-2.84889, 0.15445, 0.22232], [0.43286, 5.16871, -4.94817], [-4.16434, 4.04365, -4.70752], [-0.96983, 3.91395, 1.26926], [1.03080, 1.78360, 4.27739], [-5.64938, 1.89817, -3.63319], [-0.52161, 4.86281, 1.58321], [1.44103, -5.01896, 0.29233], [-2.25948, -5.27998, -2.55622], [0.60189, 2.55594, 1.23734], [-3.90536, -5.30051, -3.93579], [1.00812, -3.67342, 1.92922], [4.31027, -1.56316, -1.26374], [-1.52810, -3.14009, -1.78650], [1.39370, -3.29830, -0.17305], [-3.45514, 0.53461, 2.26000], [0.55831, 4.46383, -4.13860], [4.23669, -0.53009, -0.91399], [1.66831, -2.66676, -2.91068], [1.97391, 2.32564, 4.16506], [-0.66863, -0.18177, 3.34164], [-0.06342, -0.44985, 4.21373], [-3.88073, -0.64565, -2.62185], [-0.60691, -0.16952, 5.12095], [5.91431, -1.06026, 2.04940], [1.08354, -5.69491, 2.69423], [5.83119, -2.10776, 0.61836], [-1.33746, 3.43134, 2.18121], [3.05204, 1.90869, -1.86515], [2.16975, -0.18161, 5.30986], [-1.50233, 1.43186, -1.38873], [2.14808, 0.36899, -4.24899], [1.44748, -2.40688, 2.42450], [0.52750, -0.82396, -3.28028], [-0.38330, 3.73805, -3.49847], [-0.63803, -5.00535, -1.18576], [0.65660, -0.30396, 0.16290], [-2.85877, 2.99945, -0.01834], [-2.08738, -7.17584, -2.55915], [1.39924, 2.90764, -2.45788], [0.49238, 3.48268, -0.10386], [4.41380, 1.00586, 2.18282], [1.64493, 1.46199, -1.03790], [-2.50665, 4.52392, -4.63636], [-2.91646, 0.99034, 1.42339], [-2.12996, 5.33275, -5.24622], [-4.61021, 2.11446, 0.72956], [-3.24684, -4.68962, -3.33304], [3.45982, -1.27346, 1.24121], [-2.16274, 4.21939, 0.36976], [-1.83879, 3.72897, -3.77348], [2.48840, -4.68667, 3.12259], [-2.28438, -0.67791, 0.37566], [1.40279, -4.68968, 2.98795], [-2.60371, 2.76576, -3.12880], [4.98955, 0.07303, -1.43753], [-3.37049, -3.31212, -3.31365], [2.14508, 2.21049, -1.54276], [3.45305, 1.46062, 0.77373], [3.10136, 0.39096, 5.31364], [-2.69739, -1.03660, -2.57197], [0.34954, 2.09742, 3.48796], [-1.88834, 1.17723, 1.74707], [-0.51564, -1.40906, -5.11864], [1.88859, -0.99731, 1.68606], [-3.44091, 3.15726, -0.82938], [-0.50603, -3.63386, 1.78317], [-3.77021, -0.13391, -0.08889], [-4.44136, 0.99051, -2.84683], [0.93333, -4.43527, 3.94259], [4.44526, -0.46114, 0.59148], [0.09811, 2.85352, -2.54031], [0.58394, 2.04130, 5.24322], [0.08376, -1.53053, 4.20215], [-1.40460, -4.52764, -1.77867], [-2.81580, 4.93173, 0.89558], [-3.83650, 2.78426, -3.54597], [-0.78806, -2.86439, 1.06260], [4.38225, 0.98162, 1.09028], [-4.80249, 1.92609, -3.09133], [-0.04830, 2.99808, 0.60234]], "forces_ev_per_a": [[-0.01, -0.04, 0.03], [0.04, -0.02, 0.03], [0.12, 0.01, -0.04], [0.01, 0.08, 0.02], [-0.40, -1.65, -0.43], [0.17, -0.01, -0.13], [-0.02, -0.04, -0.13], [-0.06, -0.06, 0.03], [-0.03, 0.02, -0.10], [0.02, -0.24, -0.22], [-0.03, 0.01, 0.00], [-0.11, -0.02, 0.00], [-0.02, 0.09, 0.08], [0.15, -0.11, 0.07], [-0.01, 0.16, 0.06], [0.01, -0.03, -0.08], [0.05, 0.00, -0.07], [-0.03, 0.08, 0.02], [-0.10, -0.03, 0.01], [0.06, -0.11, 0.00], [-0.09, -0.08, 0.42], [0.01, -0.10, 0.11], [-0.08, 0.00, -0.05], [0.06, -0.29, -0.07], [0.05, 0.15, 0.05], [-0.02, 0.04, -0.04], [0.06, 0.10, 0.03], [0.01, 0.08, -0.01], [-0.02, 0.00, -0.03], [0.01, -0.13, 0.04], [0.01, 0.01, 0.01], [0.20, 0.20, -0.02], [-0.02, 0.08, 0.02], [0.16, 0.01, 0.11], [0.03, -0.07, 0.07], [-0.08, -0.07, 0.10], [0.06, 0.20, -0.15], [-0.01, 0.04, -0.13], [0.03, -0.23, 0.13], [-0.07, -0.03, 0.00], [0.05, -0.01, 0.06], [-0.07, -0.04, -0.06], [0.35, 0.03, 0.07], [0.00, -0.01, -0.05], [0.00, 0.00, -0.10], [0.03, 0.07, 0.04], [0.01, 0.08, 0.04], [0.06, 0.00, -0.03], [0.00, 0.05, -0.01], [0.09, -0.14, 0.11], [0.28, 0.76, 0.89], [0.16, 0.22, -0.10], [-0.06, -0.08, -0.05], [-0.20, -0.09, -0.03], [-0.24, -0.42, 0.21], [0.01, 0.01, 0.04], [0.05, -0.32, 0.13], [-0.25, 0.26, 0.16], [-0.01, 0.03, -0.01], [-0.09, -0.09, 0.33], [0.01, -0.03, 0.04], [0.03, -0.02, -0.10], [0.03, 0.15, -0.09], [-0.07, 0.20, -0.17], [0.08, 0.04, -0.37], [-0.05, -0.11, 0.10], [0.01, -0.01, -0.01], [0.00, 0.01, 0.02], [0.07, 0.16, -0.04], [0.04, -0.21, -0.08], [0.26, -0.38, 0.35], [-0.10, -0.01, -0.01], [0.03, 0.17, 0.01], [0.08, -0.13, 0.14], [-0.02, 0.22, -0.34], [-0.07, -0.07, 0.04], [-0.06, -0.08, -0.09], [-0.31, 0.24, -0.22], [0.01, 0.01, 0.01], [-0.05, -0.04, 0.00], [0.06, 0.45, -0.30], [-0.05, 0.07, -0.08], [-0.02, -0.02, -0.05], [-0.11, -0.07, -0.23], [-0.03, 0.14, -0.13], [-0.04, 0.04, 0.11], [-0.11, 0.00, -0.03], [0.01, -0.03, 0.00], [0.11, -0.14, 0.07], [0.04, -0.03, -0.05], [-0.24, -0.08, 0.18], [0.10, 0.18, -0.22], [0.04, -0.02, -0.07], [0.01, 0.10, 0.02], [0.05, 0.13, 0.04], [-0.06, 0.05, 0.02], [0.00, -0.04, 0.08], [0.00, -0.01, 0.03], [-0.03, 0.02, 0.04], [0.23, 0.41, -0.07], [-0.21, 0.43, 0.06]], "mulliken_charge": [0.282, 0.438, -0.287, 0.451, -0.420, -1.479, 0.691, 0.385, -1.409, 2.104, 0.353, 0.309, -0.207, -2.015, 0.243, 0.357, 0.433, 0.330, 0.530, -0.353, -0.221, 0.445, -0.282, -0.754, -1.664, 0.259, 0.428, 0.476, -0.131, -0.056, 0.407, 2.060, 0.257, 0.423, 0.091, 0.563, -0.426, -0.770, -0.344, 0.326, 0.147, -1.332, -0.950, 0.582, 0.427, 0.390, 0.360, 0.245, 0.381, -1.996, 1.053, -0.397, -0.113, 1.126, -0.500, 0.484, 1.722, 0.292, -0.252, -0.362, 0.159, 0.203, -0.770, -0.523, 0.467, 0.435, 0.468, -0.527, -0.565, -0.873, -0.587, 0.412, -0.100, -2.007, 0.521, 0.441, -0.597, 0.262, 0.107, 0.318, 0.119, 0.139, -0.517, -0.395, -2.012, 0.119, -1.242, 0.242, 0.457, 0.372, 1.976, 0.705, 0.459, 0.133, -0.679, 0.432, 0.004, -0.070, -1.348, -0.367, 0.096]}

---

Entry 2:
{"formula": "C12H26NO2P2V", "method": "ωB97M-V/def2-TZVPD", "e_tot_ev": -62698.18721, "spin_multiplicity": 3, "s_squared": 2.064, "total_charge": 2, "e_homo_ha": [-0.4927, -0.4921], "gap_ev": [4.800, 4.872], "lumo_energy_ev": [-8.61, -8.52], "symbols": ["H", "P", "C", "H", "C", "O", "H", "H", "H", "H", "H", "P", "H", "H", "H", "C", "H", "C", "H", "H", "H", "C", "H", "O", "V", "H", "C", "C", "H", "H", "H", "H", "H", "C", "H", "N", "H", "H", "H", "C", "C", "C", "H", "C"], "xyz": [[3.73991, 1.04345, -1.46418], [-2.19594, -0.78826, -0.86658], [2.53045, -0.10156, -2.84460], [-2.18223, 1.39499, -1.82045], [2.04245, 1.00720, 0.72018], [-1.46997, 2.24786, 0.36319], [-0.91066, -3.45708, 0.85288], [1.02848, -1.23191, -3.95939], [1.47842, 2.80268, 0.11950], [3.05759, -0.03042, 3.48929], [2.94131, 1.60435, 0.88884], [1.10477, 0.38096, 2.10998], [-3.79360, 0.92942, -1.20529], [-0.68844, 2.85998, 0.14269], [1.51414, 2.42256, 3.36633], [0.63294, 1.81469, 3.11531], [-0.02294, -2.86828, 2.32105], [-0.93432, -1.48589, -2.03351], [1.62186, -0.97517, 4.02857], [-3.01410, -2.95212, -0.17182], [-1.35461, -1.26132, -3.02446], [2.82137, 0.47602, -1.61925], [1.15214, 4.31755, -0.25491], [0.75244, 3.48066, 0.04688], [-0.39896, -0.83358, 0.86215], [2.54883, -1.50200, 2.60271], [-0.08760, -2.81559, 1.21666], [1.32681, -0.79595, -3.00871], [0.16118, 1.45023, 4.03890], [-0.90504, -2.58491, -1.91064], [0.87105, -3.15297, 0.78368], [-3.96230, -2.24634, -1.53621], [-4.17729, -1.62871, 0.14814], [1.93664, 0.32343, -0.52806], [-3.21626, 0.22843, -2.78398], [0.80712, -0.46020, -0.71066], [3.21948, -0.01678, -3.68086], [-0.09378, 2.41749, 2.55529], [-1.87440, 0.15696, 0.29464], [0.45418, -0.89307, -1.92915], [2.19704, -0.62591, 3.16001], [-3.46066, -2.03300, -0.57979], [-2.27193, 2.79829, 0.48949], [-2.92561, 0.58385, -1.78386]], "forces_ev_per_a": [[-0.30, -0.15, -0.11], [-1.09, 1.12, -2.11], [0.63, 0.45, 1.12], [-0.27, -0.28, -0.12], [0.18, -1.17, -0.77], [-0.37, 0.22, -0.09], [0.28, 0.14, 0.23], [0.14, 0.23, 0.11], [-0.86, 0.53, 0.01], [-0.24, -0.08, -0.10], [-0.08, -0.33, 0.21], [2.11, 2.13, 0.43], [0.12, 0.02, -0.33], [-0.62, -0.45, 0.28], [-0.20, -0.26, -0.13], [-0.52, -0.16, 0.25], [-0.15, -0.20, -0.31], [0.65, -0.65, 0.26], [0.27, 0.08, -0.07], [-0.22, 0.26, -0.18], [-0.06, -0.11, 0.24], [0.38, -0.25, -1.01], [-0.35, -0.46, 0.16], [1.12, 0.29, -0.27], [1.38, -1.73, -0.88], [0.01, 0.22, 0.10], [-0.21, 0.44, 0.26], [-1.89, -0.47, 0.40], [0.15, 0.23, -0.15], [-0.15, 0.40, 0.06], [-0.37, 0.24, 0.09], [0.21, 0.15, 0.23], [0.01, -0.19, -0.25], [-0.49, 0.70, 1.44], [0.00, 0.20, 0.35], [-0.66, 0.66, 0.97], [-0.09, 0.04, 0.19], [0.28, -0.12, 0.17], [-0.35, -0.69, -0.34], [0.98, -0.14, -1.50], [-0.33, -0.41, 0.16], [0.14, -0.11, 0.83], [0.84, -0.33, -0.03], [-0.02, 0.03, 0.19]], "mulliken_charge": [0.497, 1.056, -0.439, 0.399, -1.933, -0.580, 0.411, 0.517, 0.314, 0.420, 0.684, 1.258, 0.440, 0.359, 0.406, -1.168, 0.440, -1.110, 0.415, 0.338, 0.635, -1.071, 0.276, -0.599, -0.586, 0.366, -1.243, -0.948, 0.428, 0.460, 0.322, 0.416, 0.422, 1.264, 0.501, 0.482, 0.452, 0.261, 0.174, 0.616, -1.272, -1.095, 0.285, -1.272]}